1.
{
  "formula": "C27H28BrCl4IrN5O7PS",
  "method": "ωB97M-V/def2-TZVPD",
  "lumo_energy_ev": -0.85,
  "relative_energy_kcal_mol": 88.9,
  "elements": ["H", "H", "C", "C", "N", "H", "C", "H", "H", "C", "H", "S", "H", "H", "C", "N", "O", "O", "H", "C", "C", "H", "C", "O", "Cl", "O", "H", "H", "C", "H", "C", "H", "C", "C", "H", "H", "C", "H", "C", "C", "H", "N", "C", "Br", "N", "H", "C", "O", "Cl", "H", "C", "C", "H", "H", "C", "C", "Cl", "H", "O", "C", "C", "H", "C", "C", "P", "C", "H", "Cl", "H", "C", "H", "O", "Ir", "N", "H"],
  "xyz": [[-2.44, -0.03, 0.49], [5.65, 0.40, -0.10], [-1.31, -5.55, -0.54], [-3.20, 0.76, 0.53], [1.67, -1.39, -2.77], [-2.31, -7.59, -1.80], [-0.44, 5.83, 0.45], [2.41, 1.13, -4.86], [-2.61, 3.35, -2.50], [-0.45, 0.99, 5.83], [-4.24, 0.09, -1.24], [1.35, -2.60, 0.00], [-4.87, -0.57, 0.28], [3.47, 1.58, -0.21], [2.71, -0.58, 2.10], [2.58, 0.42, 1.23], [-2.70, 1.97, -0.06], [-1.18, 1.89, -2.11], [-3.43, 0.97, 1.57], [1.31, -0.65, -1.73], [-0.98, 4.44, 0.74], [1.38, -3.73, -2.64], [4.83, 0.09, 0.53], [-0.64, 0.05, 2.32], [1.49, 4.14, 4.28], [-1.10, 3.72, -0.52], [1.86, -0.82, 2.73], [-5.21, 1.11, -0.16], [-2.01, 2.62, -3.04], [-2.05, -6.07, 0.05], [-0.78, 0.27, 4.68], [0.05, -5.59, -3.65], [0.66, 2.63, 4.47], [4.97, -0.97, 1.42], [-1.46, -7.39, -3.26], [-2.31, 0.85, -4.23], [2.07, -0.75, -3.86], [-1.97, 4.49, 1.20], [-4.46, 0.32, -0.20], [1.73, 1.33, -2.82], [-1.34, 3.14, -3.72], [0.82, -1.15, -0.58], [0.39, -3.87, -0.76], [3.98, -2.74, 3.41], [1.37, 0.70, -1.71], [-3.45, 2.17, -4.57], [-1.08, -5.95, -1.86], [2.74, -2.76, -0.32], [-0.95, 0.42, 7.38], [2.36, -1.38, -4.69], [-0.12, -5.28, -2.63], [0.62, -4.25, -2.08], [1.75, 2.41, -2.77], [-1.12, 6.37, -0.20], [-0.58, -4.51, 0.00], [2.10, 0.64, -3.95], [0.66, 3.08, 7.14], [-0.72, -4.19, 1.03], [0.72, 2.31, 2.12], [-0.37, 0.70, 3.41], [0.27, 2.18, 5.72], [-3.62, 1.20, -3.09], [3.62, 0.75, 0.46], [0.37, 1.91, 3.30], [-1.18, 2.13, -0.54], [-2.90, 1.65, -3.78], [5.90, -1.51, 1.51], [-1.68, -1.19, 4.78], [-0.30, 3.90, 1.40], [3.89, -1.31, 2.20], [-0.34, 6.37, 1.39], [1.01, -2.59, 1.40], [0.44, 0.70, 0.49], [-1.83, -6.96, -2.43], [0.53, 5.76, -0.03]],
  "lowdin_charge": [0.088, 0.112, -0.023, -0.276, 0.150, 0.092, -0.062, 0.102, 0.115, -0.728, 0.060, 0.629, 0.082, 0.109, -0.185, -0.025, -0.245, -0.287, 0.124, -0.501, -0.252, 0.091, -0.035, -0.204, 0.684, -0.236, 0.101, 0.081, -0.253, 0.112, -0.622, 0.110, -0.618, -0.085, 0.091, 0.081, -0.098, 0.126, -0.063, -0.114, 0.120, -0.185, -0.286, 0.820, 0.018, 0.082, -0.320, -0.274, 0.656, 0.118, -0.025, -0.062, 0.127, 0.076, -0.050, -0.039, 0.657, 0.115, -0.240, -0.418, -0.729, 0.059, -0.125, -0.418, 0.684, -0.057, 0.113, 0.693, 0.079, -0.672, 0.082, -0.313, 1.301, 0.103, 0.079]
}



2.
{
  "formula": "C27H28BrN10OPS4V",
  "method": "ωB97M-V/def2-TZVPD",
  "spin_multiplicity": 2,
  "lumo_energy_ev": [-0.52, -0.71],
  "s_squared": 0.82,
  "relative_energy_kcal_mol": 24.5,
  "elements": ["C", "C", "C", "N", "H", "C", "S", "H", "C", "H", "H", "H", "N", "C", "H", "H", "V", "H", "H", "C", "O", "H", "N", "H", "H", "C", "N", "C", "H", "N", "C", "N", "C", "C", "C", "H", "N", "H", "C", "H", "C", "H", "N", "C", "C", "C", "H", "C", "S", "C", "C", "H", "N", "P", "H", "H", "C", "C", "H", "N", "S", "H", "C", "C", "Br", "H", "H", "H", "S", "H", "H", "C", "C"],
  "xyz": [[1.28, 2.67, -3.47], [1.38, 5.49, -1.24], [-3.37, -1.60, 1.89], [3.51, -2.40, 1.07], [-2.56, -1.31, 2.55], [-1.11, 1.30, 0.50], [3.48, 2.43, 2.05], [-6.52, -0.64, 1.08], [-3.44, 1.14, 0.01], [0.73, -2.75, 2.77], [0.97, -0.43, -4.07], [0.44, -2.75, -1.37], [-3.78, 1.05, 3.06], [-1.50, 1.57, 3.23], [1.31, 1.14, -6.29], [0.62, 1.83, 3.40], [1.19, 1.34, -1.03], [2.87, -1.54, 2.82], [3.59, -0.33, 1.06], [1.10, 0.63, -4.14], [1.16, 1.44, 0.78], [-4.48, 1.17, 0.29], [1.36, 2.70, -4.83], [3.90, -3.46, -0.67], [1.51, 6.52, -1.00], [1.12, 4.40, -0.46], [-4.70, 0.27, 2.69], [0.76, -1.35, 1.28], [-2.39, -3.36, 1.17], [-0.77, 1.17, -0.80], [-3.09, 1.04, -1.32], [1.12, 1.42, -3.03], [1.06, -3.77, 0.97], [2.73, -2.46, 2.24], [3.36, -1.14, 0.36], [-1.45, 0.87, -2.71], [1.25, -2.59, 1.90], [-6.35, -2.67, -0.32], [-3.28, -2.75, 1.14], [-1.68, 1.64, 4.29], [1.25, 1.40, -5.26], [0.91, -0.54, 2.00], [1.06, 3.29, -1.25], [1.48, -2.58, -1.07], [3.28, -3.55, 0.22], [-5.61, -1.23, 1.08], [1.56, 3.50, -5.41], [0.01, 1.50, 1.36], [4.61, 2.11, 0.33], [-5.52, -2.37, 0.30], [-4.53, -0.80, 1.86], [-3.85, 0.98, -2.08], [1.47, 5.04, -2.54], [1.65, -0.87, -0.32], [0.01, -3.80, 0.67], [4.07, -1.10, -0.47], [-4.35, -3.11, 0.32], [-2.44, 1.21, 0.99], [0.99, 4.33, 0.60], [1.88, -3.66, -0.17], [3.34, 0.79, 3.16], [3.01, -3.34, 2.85], [1.28, 3.69, -2.50], [-2.62, 1.26, 2.42], [-4.18, -4.67, -0.76], [1.70, 5.61, -3.34], [2.10, -2.63, -1.97], [3.56, -4.46, 0.76], [3.53, 1.56, -1.31], [1.31, -4.68, 1.52], [-0.31, -1.44, 1.07], [-1.75, 1.01, -1.68], [-0.22, 1.66, 2.74]],
  "mulliken_spin": [0.016, -0.010, 0.019, 0.000, -0.001, 0.024, -0.001, 0.001, 0.099, 0.000, 0.002, -0.001, -0.013, -0.008, 0.000, 0.000, 0.826, 0.000, -0.002, -0.002, -0.060, 0.009, 0.003, 0.000, 0.000, 0.013, 0.063, -0.004, -0.001, -0.066, -0.053, -0.007, 0.001, 0.000, 0.000, 0.014, -0.002, 0.000, -0.008, 0.001, -0.001, -0.005, -0.051, 0.000, 0.000, 0.013, -0.001, -0.015, 0.007, -0.007, -0.013, -0.001, 0.007, -0.007, 0.000, 0.005, 0.014, -0.048, 0.000, -0.001, 0.001, 0.000, 0.005, 0.025, 0.001, -0.002, 0.003, 0.000, 0.046, 0.000, 0.013, 0.119, 0.040]
}



3.
{
  "formula": "C27H28FeNO3",
  "method": "ωB97M-V/def2-TZVPD",
  "spin_multiplicity": 5,
  "lumo_energy_ev": [-3.00, -6.66],
  "s_squared": 6.07,
  "charge": 1,
  "relative_energy_kcal_mol": 29.2,
  "elements": ["C", "H", "C", "C", "C", "H", "C", "H", "H", "N", "H", "H", "C", "C", "C", "C", "H", "H", "O", "C", "O", "H", "C", "H", "C", "H", "H", "H", "C", "H", "C", "H", "C", "C", "H", "H", "H", "H", "H", "C", "H", "C", "C", "H", "C", "C", "C", "C", "C", "O", "H", "C", "C", "H", "H", "H", "H", "H", "C", "Fe"],
  "xyz": [[-0.90, 0.65, -1.45], [3.15, -4.31, -2.78], [-4.85, 4.07, 2.03], [1.27, -1.03, 1.10], [-4.52, 2.15, 3.63], [2.75, 1.40, -1.68], [1.76, -2.05, 0.09], [1.20, 0.86, 2.73], [3.58, 0.63, 1.05], [0.91, 0.94, -0.65], [-2.28, -4.30, -0.44], [0.03, 1.96, 2.02], [-0.80, -4.80, -1.94], [2.44, 0.82, -0.80], [-2.50, 3.33, 2.27], [-3.09, 1.22, -0.10], [-1.19, 2.09, 0.20], [-0.94, -1.39, -2.16], [-1.56, 3.98, 2.54], [0.59, 0.35, 0.71], [-5.19, 5.15, 2.28], [3.89, 2.09, 0.13], [0.88, 2.51, -0.83], [1.47, 2.68, -1.74], [2.78, -3.74, -1.93], [3.83, -1.73, 0.62], [2.12, -0.80, 1.76], [4.73, -3.10, -1.24], [0.88, -2.99, -0.55], [-0.42, 1.02, -2.36], [0.93, 1.37, 1.79], [-1.45, -5.47, -2.48], [3.10, 1.40, 0.45], [-1.26, -4.13, -0.79], [2.71, -0.20, -1.02], [-0.49, 0.14, 0.73], [-4.37, -0.44, 0.29], [2.58, 2.73, 2.12], [0.69, 3.86, 0.81], [3.65, -3.05, -1.10], [2.24, 3.94, -0.05], [-1.44, -0.66, -1.52], [-2.63, -1.02, -0.89], [-0.08, 2.92, -1.14], [3.13, -2.25, -0.06], [1.47, 3.26, 0.33], [0.51, -4.60, -2.37], [-0.44, -3.23, -0.13], [-1.77, 1.67, -0.64], [-4.87, 2.12, 4.73], [0.53, -1.54, 1.75], [-3.44, -0.11, -0.18], [2.08, 2.23, 1.29], [0.90, -5.12, -3.24], [-1.97, 2.52, -1.32], [-3.84, 2.03, 0.07], [-3.02, -2.04, -0.99], [-0.82, -2.71, 0.76], [1.40, -3.77, -1.65], [-4.04, 2.51, 1.97]],
  "mulliken_spin": [0.249, 0.000, -0.023, -0.006, -0.038, -0.001, 0.019, -0.002, 0.003, 0.271, 0.002, 0.009, -0.007, 0.000, 0.019, 0.619, 0.041, 0.029, -0.021, 0.017, 0.007, -0.001, 0.019, 0.004, 0.007, 0.000, 0.000, 0.000, 0.001, 0.046, 0.009, 0.000, 0.022, 0.005, 0.001, 0.002, -0.005, 0.001, 0.004, -0.005, -0.003, 0.232, 0.431, -0.014, 0.006, 0.014, 0.023, -0.007, -0.045, 0.033, 0.000, -0.042, -0.007, 0.001, 0.032, -0.013, 0.032, 0.013, -0.005, 2.023]
}